C32H32N2O7S5Zr as an isolated structure, computed with ωB97M-V/def2-TZVPD.

Atoms and positions in Å:
1 Zr -0.396515 0.385129 0.873723
2 C -2.612423 2.616797 -0.974371
3 C -2.901723 1.598332 0.078688
4 N -2.334267 1.716221 1.233928
5 N -2.731375 0.739299 2.145925
6 C -2.047330 0.696248 3.263000
7 S -0.468761 1.275075 3.547932
8 S -2.749070 -0.215092 4.571557
9 C -4.428828 -0.564386 3.953695
10 C -4.656611 -2.023148 3.700435
11 C -3.843279 -2.709057 2.801208
12 C -4.058573 -4.054095 2.555623
13 C -5.086912 -4.728512 3.201907
14 C -5.896081 -4.051564 4.099475
15 C -5.678459 -2.704596 4.350039
16 C -3.657675 0.375754 -0.283016
17 C -5.030214 0.200302 -0.274711
18 C -5.559450 -1.051420 -0.558787
19 C -4.713097 -2.114154 -0.844987
20 C -3.336803 -1.951721 -0.863897
21 C -2.797947 -0.697206 -0.587574
22 O -1.482749 -0.453717 -0.606091
23 H -2.078698 3.468311 -0.555963
24 H -3.547874 2.946051 -1.429751
25 H -2.016596 2.151801 -1.766567
26 H -4.535851 0.005769 3.031095
27 H -5.132695 -0.178883 4.690660
28 H -3.028107 -2.186940 2.307532
29 H -3.415534 -4.579028 1.861107
30 H -5.249138 -5.781751 3.012613
31 H -6.694530 -4.572162 4.612870
32 H -6.309139 -2.178319 5.056807
33 H -5.681721 1.027593 -0.022201
34 H -6.629880 -1.202322 -0.539162
35 H -5.133035 -3.091898 -1.043357
36 H -2.667809 -2.775834 -1.073264
37 O 0.915562 0.675696 -0.813963
38 S 2.162771 -0.101110 -1.177379
39 C 3.495948 0.871166 -0.424525
40 C 3.277557 2.381756 -0.475075
41 C 3.597817 3.072905 0.853119
42 C 2.607225 2.837711 1.989994
43 S 0.906465 3.464062 1.790446
44 O 0.288191 2.560782 0.750799
45 C 1.229785 4.980626 0.887678
46 C 1.697201 6.070110 1.609779
47 C 1.958848 7.259630 0.950690
48 C 1.729938 7.359959 -0.414995
49 C 1.236661 6.273687 -1.121150
50 C 0.983663 5.073856 -0.471912
51 C 2.263688 0.304035 -2.922887
52 C 3.352136 0.875730 -3.561562
53 C 3.297046 1.098344 -4.930989
54 C 2.161981 0.757031 -5.649527
55 C 1.075759 0.184220 -5.002351
56 C 1.124719 -0.047834 -3.638672
57 H 4.431279 0.545583 -0.886926
58 H 3.493090 0.485498 0.595586
59 H 2.242259 2.577770 -0.753701
60 H 3.905006 2.822697 -1.251285
61 H 3.689718 4.147031 0.677461
62 H 4.578378 2.743906 1.211539
63 H 2.971146 3.300640 2.910032
64 H 2.435828 1.778804 2.208789
65 H 1.849616 5.990479 2.679788
66 H 2.327737 8.111998 1.504813
67 H 1.925252 8.292995 -0.926419
68 H 1.044477 6.358939 -2.182429
69 H 0.589669 4.215787 -1.002068
70 H 4.247264 1.147164 -3.014543
71 H 4.145156 1.543778 -5.433635
72 H 2.123154 0.935922 -6.715651
73 H 0.190163 -0.086920 -5.560436
74 H 0.281663 -0.486906 -3.117407
75 O -0.628254 -1.378983 1.963372
76 S 0.817543 -1.820275 1.680313
77 O 1.376111 -2.634328 2.702164
78 O 0.844056 -2.306694 0.311948
79 O 1.448474 -0.399024 1.629955

Cartesian forces, eV/Å:
-0.159 1.077 0.758
0.028 0.008 0.054
-0.094 0.131 -0.115
-0.177 0.189 -0.055
-0.098 -0.147 -0.283
-0.074 -0.166 0.155
-0.060 0.090 -0.302
-0.091 0.042 -0.002
-0.025 0.106 0.127
0.028 -0.118 -0.012
0.039 0.040 -0.028
0.008 0.016 -0.033
-0.001 -0.050 -0.009
-0.042 -0.061 0.012
0.029 0.046 -0.045
0.103 -0.261 -0.081
0.055 0.003 -0.030
-0.058 0.012 0.009
-0.014 -0.031 0.019
0.109 0.204 -0.022
-0.700 0.002 -0.052
0.141 0.176 0.257
0.014 -0.015 -0.015
-0.011 0.016 0.006
-0.029 0.016 -0.001
0.012 0.006 0.074
0.013 -0.027 0.035
-0.054 -0.048 0.041
0.010 -0.011 -0.015
-0.003 -0.011 -0.004
-0.002 -0.010 -0.001
-0.005 0.021 0.015
-0.016 0.017 0.006
-0.018 0.001 0.000
-0.006 -0.006 -0.007
0.021 -0.005 0.006
-0.632 0.110 0.089
0.862 -0.212 -0.387
0.031 -0.078 -0.177
0.000 0.029 -0.043
-0.044 0.028 -0.016
0.021 0.086 0.001
0.258 0.385 0.068
0.038 -0.222 -0.354
0.000 -0.108 0.075
0.006 -0.056 0.072
0.006 0.025 0.011
0.015 0.035 -0.006
-0.011 -0.005 -0.040
-0.050 -0.148 0.025
0.071 0.046 0.103
0.164 -0.042 0.115
0.001 0.017 -0.020
0.031 0.012 0.001
-0.007 -0.003 0.018
-0.087 -0.026 0.057
-0.053 -0.013 0.018
-0.062 -0.029 0.013
0.008 0.035 0.018
-0.022 -0.026 -0.013
-0.011 -0.007 0.012
-0.010 -0.021 0.000
-0.041 0.008 0.021
-0.002 -0.023 0.007
0.008 0.010 0.019
0.003 0.005 0.006
0.003 0.004 -0.003
-0.002 -0.005 -0.005
0.007 0.012 -0.003
-0.065 -0.019 -0.012
0.003 0.005 0.003
0.007 -0.001 -0.008
-0.016 -0.005 0.000
-0.023 -0.006 -0.024
0.080 -0.316 -0.118
0.287 -0.554 -0.088
0.010 0.041 0.107
0.124 -0.180 0.226
0.224 -0.037 -0.228

## Properties
- energy above the lowest of the compared OMol25 structures with the same formula, charge and spin (kcal per mole) = 13.6
- total charge = 0
- multiplicity = 1
- total energy (eV) = -106476.0400

=====

One molecule with the formula C17H16N2O5, computed with ωB97M-V/def2-TZVPD.

Atoms and positions in Å:
1 C -5.959151 -2.192294 0.717501
2 C -6.341247 -0.721869 0.602722
3 C -5.791972 -0.091733 -0.675666
4 O -4.367717 -0.123159 -0.707992
5 C -3.726374 0.854250 -0.051205
6 O -4.289811 1.757015 0.520516
7 C -2.254523 0.704644 -0.119045
8 C -1.457997 1.659404 0.508861
9 C -0.081841 1.565523 0.479781
10 C 0.520580 0.500316 -0.186862
11 N 1.903476 0.333883 -0.280595
12 C 2.875021 1.040865 0.344328
13 O 2.694813 1.985585 1.083569
14 C 4.298629 0.646858 0.013689
15 C 5.148962 1.729558 -0.212403
16 C 6.506442 1.563484 -0.408861
17 C 7.067181 0.298020 -0.332992
18 C 6.255524 -0.788291 -0.076197
19 C 4.879991 -0.623340 0.070460
20 N 4.147079 -1.848077 0.289749
21 O 4.606235 -2.635291 1.080286
22 O 3.145632 -2.040197 -0.376557
23 C -0.275235 -0.459659 -0.816767
24 C -1.648635 -0.361053 -0.782667
25 H -6.332256 -2.609523 1.649388
26 H -4.877514 -2.303769 0.697359
27 H -6.379284 -2.761163 -0.109365
28 H -5.951090 -0.166876 1.457727
29 H -7.427067 -0.613963 0.595221
30 H -6.109767 -0.655066 -1.555993
31 H -6.126416 0.948238 -0.754420
32 H -1.941262 2.477264 1.021141
33 H 0.527418 2.304638 0.971872
34 H 2.183974 -0.496771 -0.795507
35 H 4.713699 2.717117 -0.214789
36 H 7.129896 2.423018 -0.599810
37 H 8.128837 0.158179 -0.461679
38 H 6.668748 -1.782488 0.006562
39 H 0.197844 -1.288358 -1.324122
40 H -2.260823 -1.104905 -1.267242

Cartesian forces, eV/Å:
-0.078 0.206 0.054
0.333 -0.066 -0.267
-0.644 0.274 0.254
0.294 -0.202 -0.081
-0.114 0.265 0.109
0.022 -0.115 -0.045
0.235 -0.002 0.028
-0.267 -0.235 -0.158
0.158 0.102 0.072
-0.402 0.156 0.099
-0.050 -0.283 -0.284
0.027 -0.155 -0.140
-0.047 0.111 0.031
0.105 -0.200 0.133
-0.024 -0.106 -0.010
-0.037 -0.054 0.007
-0.128 0.020 0.010
-0.164 -0.147 0.008
0.871 1.029 -0.235
-0.195 -0.343 0.092
0.000 -0.194 0.167
-0.194 -0.322 -0.133
0.113 0.067 0.067
-0.077 0.146 0.076
0.002 -0.119 0.058
0.081 -0.084 0.015
-0.021 -0.126 -0.071
-0.103 0.068 -0.014
-0.025 0.076 0.017
0.038 0.063 0.064
0.049 -0.190 -0.080
-0.026 0.065 0.040
-0.001 -0.006 -0.004
0.159 0.387 0.210
-0.041 0.050 0.035
0.047 0.086 -0.018
0.088 -0.031 -0.017
0.008 -0.033 0.014
0.034 -0.094 -0.067
-0.023 -0.062 -0.038

## Properties
- energy above the lowest of the compared OMol25 structures with the same formula, charge and spin (kcal per mole) = 53.4
- total charge = 0
- multiplicity = 1
- SMILES string = CCCOC(=O)c1ccc(NC(=O)c2ccccc2[N+](=O)[O-])cc1
- total energy (eV) = -31104.6082

=====

C22H18HfN2O7S as an isolated structure, computed with ωB97M-V/def2-TZVPD.

Atoms and positions in Å:
1 Hf -0.205977 -0.544434 0.181669
2 O -0.375567 1.009901 -1.600104
3 C 0.438342 0.131868 -1.935632
4 O 1.408001 -0.137934 -1.108700
5 C 0.024936 -0.981172 -2.910894
6 C 0.758408 -2.241494 -2.447208
7 C 0.513475 -3.451502 -3.323580
8 C -0.921693 -3.863177 -2.941639
9 C -1.314963 -2.771339 -1.977026
10 O -0.052372 -2.517619 -1.219432
11 C -1.509020 -1.413169 -2.675711
12 C -2.377337 -0.523042 -1.771069
13 O -3.247549 0.184768 -2.155344
14 O -2.073187 -0.717760 -0.439999
15 H 0.232346 -0.704109 -3.943180
16 H 1.786849 -2.074072 -2.159187
17 H 1.228929 -4.236863 -3.091763
18 H 0.627715 -3.194558 -4.376259
19 H -0.941707 -4.835221 -2.453796
20 H -1.607459 -3.893472 -3.786877
21 H -2.093309 -3.028319 -1.268583
22 H -2.033416 -1.504479 -3.623157
23 O -2.954166 6.418068 0.233260
24 C -1.944938 6.228793 1.114558
25 O -1.496579 7.151502 1.726929
26 C -1.364394 4.848225 1.189529
27 C -0.013296 4.731464 1.495234
28 C 0.579685 3.485792 1.595541
29 C -0.184737 2.338717 1.419478
30 C -1.535839 2.450339 1.133808
31 C -2.123076 3.699596 1.011040
32 N 0.394620 1.027385 1.461492
33 C 1.534886 0.785511 2.119470
34 C 2.069497 -0.534773 2.119077
35 C 3.206253 -0.877508 2.869393
36 C 3.631540 -2.178083 2.896153
37 C 2.923709 -3.154190 2.174050
38 C 1.832359 -2.772633 1.445657
39 N 1.399870 -1.491584 1.399055
40 H -3.092896 5.620467 -0.286897
41 H 0.567122 5.631362 1.649616
42 H 1.642341 3.421965 1.787850
43 H -2.164543 1.573718 1.011835
44 H -3.185764 3.756904 0.806583
45 H 2.028507 1.557328 2.694217
46 H 3.724460 -0.105125 3.422235
47 H 4.504317 -2.452128 3.473776
48 H 3.228325 -4.190578 2.175766
49 H 1.265839 -3.482844 0.857501
50 S -1.525034 -1.045209 3.745271
51 C -1.213510 -1.135284 2.285990

Cartesian forces, eV/Å:
-0.107 -0.213 1.095
0.012 -0.088 -0.123
0.240 -0.119 -0.265
-0.009 -0.021 -0.817
-0.150 0.073 -0.079
-0.105 0.001 0.317
-0.002 -0.043 -0.068
-0.037 -0.060 -0.127
0.213 0.140 0.336
-0.076 0.007 -0.498
0.261 0.062 -0.077
0.431 -0.208 0.571
-0.186 0.020 -0.018
-0.713 0.245 -0.980
-0.142 0.015 -0.030
0.027 0.006 0.026
0.010 -0.005 -0.016
-0.019 -0.012 0.009
-0.004 0.001 0.011
0.023 -0.028 -0.008
-0.032 0.015 0.024
0.062 0.007 -0.062
0.047 -0.112 0.281
0.222 0.297 -0.515
-0.061 -0.053 0.205
-0.120 -0.037 0.140
0.054 -0.046 0.067
0.108 0.196 0.012
0.355 -0.448 0.100
-0.329 0.001 -0.025
0.018 -0.053 -0.012
-0.053 0.645 0.226
-0.020 -0.258 0.040
-0.120 0.231 0.034
0.103 -0.018 0.018
0.037 -0.011 0.030
0.053 -0.075 0.028
-0.112 0.201 -0.042
0.288 -0.044 0.244
-0.093 -0.073 -0.107
-0.016 -0.006 -0.010
-0.017 -0.001 -0.030
0.072 -0.064 -0.015
0.012 0.006 0.007
0.004 0.011 0.012
-0.008 -0.012 -0.016
-0.015 -0.012 -0.015
0.021 0.021 0.021
-0.005 -0.011 -0.011
-0.199 -0.085 0.565
0.080 0.016 -0.455

## Properties
- energy above the lowest of the compared OMol25 structures with the same formula, charge and spin (kcal per mole) = 26.0
- total charge = +1
- multiplicity = 2
- total energy (eV) = -52557.1707

=====

One molecule with the formula C8H10O4S3, computed with ωB97M-V/def2-TZVPD.

Atoms and positions in Å:
1 C -2.918603 -0.376133 -0.008535
2 C -2.045963 0.243545 1.015637
3 C 1.230527 -1.583554 -0.392789
4 C -0.336260 -1.571168 -0.526307
5 C 1.630263 -0.707816 0.855331
6 C -0.937092 -0.288690 -1.250954
7 C -0.503610 0.945737 -0.664148
8 C 1.871937 0.737476 0.551267
9 O -4.100434 -0.594529 0.157450
10 O -2.156616 0.060951 2.207886
11 O -2.427524 -0.475826 -1.226245
12 O -1.119016 1.195332 0.588095
13 S -0.551056 2.330133 -1.722701
14 S 2.820895 1.185471 -0.805231
15 S 1.532007 1.994032 1.731030
16 H 1.578041 -2.578109 -0.417159
17 H 1.766076 -1.223066 -1.234798
18 H -0.752595 -2.358403 -1.008660
19 H -0.781556 -1.660489 0.491926
20 H 0.774989 -0.641872 1.534229
21 H 2.386251 -1.188332 1.332041
22 H -0.528261 -0.241868 -2.364001
23 H 0.152659 3.047684 -0.828984
24 H 3.027213 2.443458 -0.172463
25 H 0.387737 1.306033 2.158077

Cartesian forces, eV/Å:
-3.117 0.073 -1.233
1.300 1.338 3.086
-1.879 1.564 0.983
1.062 3.111 1.138
-2.954 0.696 -1.868
1.382 -2.597 -1.823
-0.258 1.254 1.230
-1.219 -0.015 -0.687
1.450 0.079 0.706
-0.036 0.057 -1.628
2.145 0.136 -0.995
-0.931 -1.362 -0.084
0.522 0.214 0.257
0.878 2.055 0.987
-0.844 -1.503 0.147
0.318 -1.392 0.993
0.022 0.907 -1.237
-0.812 -2.655 -1.850
0.495 0.186 -0.484
0.095 -0.628 0.154
2.634 -1.032 1.696
-1.418 -0.523 2.142
-0.002 0.375 -0.151
0.178 -1.301 -1.423
0.989 0.962 -0.058

## Properties
- energy above the lowest of the compared OMol25 structures with the same formula, charge and spin (kcal per mole) = 62.3
- total charge = 0
- multiplicity = 1
- total energy (eV) = -49149.5837